ORCA calculation (the ωB97M-V functional and the def2-TZVPD basis) on 9 unconnected molecules or ions with the total composition C22H39N5O12 in a non-equilibrium geometry.

Atoms and positions in Å:
C: 1.494 3.855 -1.010
O: 1.977 3.748 -2.341
C: 2.191 4.779 -3.166
O: 2.477 5.944 -2.839
O: 2.004 4.243 -4.457
C: 2.491 5.050 -5.476
H: 0.449 4.159 -0.941
H: 2.013 4.675 -0.512
H: 1.730 2.931 -0.483
H: 3.465 5.522 -5.352
H: 1.918 5.869 -5.910
H: 2.458 4.520 -6.428
C: 8.188 2.262 1.776
O: 7.463 1.020 1.853
C: 6.113 1.012 1.711
O: 5.438 2.042 1.561
O: 5.585 -0.205 1.982
C: 4.180 -0.408 1.845
H: 8.874 2.350 2.618
H: 7.590 3.173 1.772
H: 8.703 2.100 0.829
H: 3.740 -1.172 2.486
H: 3.825 -0.828 0.904
H: 3.589 0.508 1.824
C: -5.954 -1.370 2.348
O: -4.956 -0.627 1.597
C: -5.271 -0.301 0.309
O: -6.316 -0.576 -0.239
O: -4.202 0.439 -0.253
C: -4.354 1.240 -1.411
H: -5.959 -2.432 2.103
H: -6.939 -0.934 2.180
H: -5.676 -1.223 3.391
H: -4.288 2.252 -1.012
H: -5.334 1.091 -1.866
H: -3.607 1.137 -2.198
C: -4.598 -3.285 -4.955
O: -4.521 -3.354 -3.499
C: -3.272 -3.327 -2.939
O: -2.226 -3.022 -3.477
O: -3.471 -3.647 -1.712
C: -2.567 -3.297 -0.725
H: -4.076 -4.115 -5.431
H: -4.291 -2.324 -5.367
H: -5.644 -3.377 -5.244
H: -2.700 -4.049 0.053
H: -2.963 -2.308 -0.495
H: -1.499 -3.230 -0.931
C: -0.081 4.478 3.165
C: -0.859 3.239 3.123
N: -1.556 2.279 3.121
H: 0.849 4.208 2.663
H: 0.214 4.974 4.089
H: -0.644 5.221 2.601
C: -0.974 -0.914 4.760
C: -1.825 -1.623 3.879
N: -2.518 -2.206 3.167
H: -0.171 -0.561 4.113
H: -0.412 -1.627 5.363
H: -1.443 -0.174 5.408
C: 0.439 -3.902 1.325
C: 0.925 -3.121 2.474
N: 1.397 -2.509 3.309
H: -0.405 -3.312 0.969
H: 0.191 -4.906 1.670
H: 1.253 -4.110 0.630
C: 3.082 -3.817 -2.455
C: 1.949 -3.064 -1.871
N: 1.060 -2.576 -1.337
H: 3.953 -3.166 -2.383
H: 2.747 -3.991 -3.478
H: 3.253 -4.725 -1.877
C: -1.046 -0.373 0.735
C: 0.135 0.431 1.059
N: 1.086 1.042 1.322
H: -1.884 0.272 0.999
H: -1.056 -1.309 1.294
H: -0.929 -0.670 -0.307

Results
**F_max**: 5.97 eV/Å
**Expectation value of S²**: 0.76
**Multiplicity**: 2
**Charge**: +1
**E**: -55452.306 eV
**Orbital gap (alpha / beta)**: 8.0 / 2.0 eV
**E_LUMO (alpha / beta)**: -4.066 / -10.046 eV